# 1
The following is a DFT calculation (ωB97M-V with the def2-TZVPD basis set) of a molecular structure, C14H19BrNb.

ORCA input file:
```
! RIJCOSX wB97M-V def2-TZVPD def2/J DEFGRID3
* xyz 1 1
C -1.17480 -0.75900 -1.81990
C -1.22420 -1.74670 -0.82670
C -1.93720 -1.21250 0.27450
H -0.76380 -2.71670 -0.86570
C -2.34140 0.09350 -0.05610
C -1.84440 0.39480 -1.33200
H -1.96350 1.33120 -1.84800
H -0.70030 -0.85280 -2.78010
H -2.09700 -1.69960 1.21760
H -2.87650 0.76590 0.58570
Nb 0.00000 0.00000 0.00000
Br 0.80730 -1.84390 1.57970
C 1.96790 1.14370 0.35340
C 1.14740 1.91110 -0.50930
C 0.98500 1.18550 -1.69760
H 0.69430 2.85520 -0.26910
C 1.69130 -0.04000 -1.56910
C 2.32250 -0.04040 -0.31670
H 2.91620 -0.83670 0.08800
H 2.22970 1.39600 1.36340
H 0.41510 1.49800 -2.55380
H 1.74630 -0.82660 -2.30080
C 0.98060 0.67960 3.78410
C -0.44970 0.80100 3.22290
C -1.26440 1.66420 4.20040
C -0.46990 1.43570 1.81260
H 1.44140 1.68610 3.88570
H 1.65170 0.08160 3.15130
H 0.95630 0.20400 4.78780
H -0.94550 -0.19120 3.17480
H -0.83190 2.68490 4.28300
H -2.31710 1.74970 3.85540
H -1.27580 1.19740 5.20880
H -1.47520 1.84600 1.63730
H 0.14640 2.35680 1.84670
*
```

Calculated values
HOMO: -12.985 eV

# 2
The following is a DFT calculation (ωB97M-V with the def2-TZVPD basis set) of a gas-phase ion, C14H16BrN2O3 (charge -1).

ORCA input file:
```
! RIJCOSX wB97M-V def2-TZVPD def2/J DEFGRID3
* xyz -1 1
C -4.49801 -0.15557 4.34707
C -3.53070 0.56481 3.27839
O -4.01337 0.43266 1.89666
C -2.88953 0.80654 1.01160
C -2.35356 -0.56344 0.37101
C -0.91541 -0.40936 -0.38226
C -0.00971 0.81495 -0.08999
N 1.29453 1.10282 -0.61913
C 1.65920 0.03290 -1.49981
C 3.10613 0.13464 -2.15481
C 4.07526 1.37153 -1.77416
C 4.37080 1.32437 -0.17434
O 4.88347 0.27197 0.31492
O 4.02724 2.43165 0.68928
C 3.66462 -0.91777 -3.15273
C 2.79207 -2.16886 -3.54824
C 1.37621 -2.28437 -2.90301
C 0.81889 -1.20700 -1.88602
N -0.50235 -1.46366 -1.34007
Br -2.57031 -2.04612 -2.14041
H -5.35404 -0.75274 3.88716
H -4.84409 0.62449 5.12698
H -3.83908 -0.89825 4.94693
H -2.47877 0.08843 3.39279
H -3.49149 1.70724 3.47337
H -2.14269 1.35675 1.68243
H -3.24243 1.50254 0.15658
H -3.10318 -0.86437 -0.44720
H -2.23051 -1.41520 1.12757
H -0.43453 1.59900 0.64525
H 5.06282 1.19998 -2.32694
H 3.59952 2.39259 -1.96680
H 3.10869 2.29838 1.02289
H 4.73519 -0.74834 -3.55291
H 3.15703 -2.97249 -4.27979
H 0.71209 -3.19073 -3.13227
*
```

Calculated values
HOMO: -3.145 eV

# 3
The following is a DFT calculation (ωB97M-V with the def2-TZVPD basis set) of C6H15NO in the gas phase.

ORCA input file:
```
! RIJCOSX wB97M-V def2-TZVPD def2/J DEFGRID3
* xyz 0 1
C 1.57598 2.06972 -2.08706
C 0.78652 1.60567 -0.80989
C 0.95391 0.05363 -0.52842
C -0.33565 -0.79720 -0.59382
C -0.56474 -1.32335 0.84853
N -1.23787 -2.61354 0.73669
C -1.42626 -0.30436 1.68012
O -0.71994 0.42724 2.66727
H 1.72360 1.20664 -2.83758
H 2.47958 2.60821 -1.81920
H 0.94241 2.64624 -2.74763
H -0.27565 1.96193 -0.68781
H 1.36124 2.05172 -0.01046
H 1.51573 0.10939 0.41574
H 1.62836 -0.37192 -1.31471
H -1.10593 -0.14168 -0.98063
H -0.37727 -1.65230 -1.26542
H 0.30727 -1.44541 1.50749
H -2.23923 -2.54475 0.61205
H -1.08761 -3.41260 1.32345
H -1.83351 0.46656 1.01720
H -2.29485 -0.85855 2.17020
H 0.22389 0.25871 2.70390
*
```

Calculated values
HOMO: -8.867 eV
energy above the lowest of the compared OMol25 structures with the same formula, charge and spin: 2.725 eV

# 4
The following is a DFT calculation (ωB97M-V with the def2-TZVPD basis set) of C4H6O2 in the gas phase.

ORCA input file:
```
! RIJCOSX wB97M-V def2-TZVPD def2/J DEFGRID3
* xyz 0 1
O 0.86925 1.99582 0.83852
C 0.38038 1.01125 0.33873
C -1.09185 0.78124 0.11980
C -0.35049 -1.79158 -0.02142
O 0.50138 -1.13509 -0.77055
C 1.28455 -0.16496 -0.05816
H -1.31832 0.72335 -0.95140
H -1.70357 1.53827 0.60327
H -1.30332 -0.20858 0.55546
H -1.06880 -2.19950 -0.77341
H 2.07593 0.16503 -0.73391
H 1.71375 -0.59393 0.85267
*
```

Calculated values
HOMO: -9.055 eV
energy above the lowest of the compared OMol25 structures with the same formula, charge and spin: 3.899 eV

# 5
The following is a DFT calculation (ωB97M-V with the def2-TZVPD basis set) of 2 unconnected molecules or ions with the total composition C17H29ClN2O3Si2.

ORCA input file:
```
! RIJCOSX wB97M-V def2-TZVPD def2/J DEFGRID3
* xyz 2 1
C 2.54213 0.76377 1.30588
O 1.75747 0.63416 0.13256
C 2.16914 1.51351 -0.92583
Si 2.18831 0.52208 -2.52268
Cl 2.98562 1.74596 -3.93985
O 3.04775 -0.81305 -2.22899
Si 4.09748 -1.77400 -3.11531
C 5.61281 -2.00870 -2.06832
C 6.07633 -0.75026 -1.32746
C 6.50152 0.35614 -2.28299
O 7.12180 -1.06048 -0.41392
H 3.59554 0.57050 1.09098
H 2.19115 0.02242 2.02231
H 2.45864 1.76790 1.74252
H 1.50674 2.38798 -0.97954
H 3.19280 1.86633 -0.75690
H 0.81840 0.18581 -2.95775
H 3.41748 -3.06362 -3.34632
H 4.35174 -1.15450 -4.43207
H 6.43995 -2.39739 -2.67099
H 5.35366 -2.76545 -1.32198
H 5.26723 -0.40240 -0.67907
H 5.64692 0.80845 -2.79459
H 7.16249 -0.04205 -3.05748
H 7.02474 1.14297 -1.74051
H 7.93147 -1.25497 -0.91452
C -7.56166 -3.23011 0.64849
N -6.47055 -2.24960 0.87306
C -5.92391 -1.63360 -0.18974
C -4.92406 -0.70372 -0.03108
C -4.47737 -0.39176 1.25161
C -5.05220 -1.04717 2.33516
C -6.04722 -1.97487 2.11555
C -3.41016 0.62593 1.45774
C -3.62635 1.72229 2.28782
C -2.61440 2.63747 2.47299
N -1.42655 2.48144 1.86789
C -1.19714 1.43737 1.05437
C -2.17551 0.49479 0.83013
C -0.33116 3.45418 2.09629
H -7.20352 -4.00847 -0.02010
H -8.41171 -2.71449 0.20884
H -7.84492 -3.66406 1.60138
H -6.31589 -1.90777 -1.15942
H -4.51330 -0.22235 -0.90777
H -4.72993 -0.85733 3.34952
H -6.52378 -2.51445 2.92130
H -4.57335 1.88270 2.78401
H -2.72864 3.50717 3.10382
H -0.21179 1.36299 0.60014
H -1.94979 -0.33927 0.17961
H -0.01419 3.85824 1.13836
H 0.49555 2.94015 2.57980
H -0.69585 4.25321 2.73309
*
```

Calculated values
HOMO: -13.177 eV

# 6
The following is a DFT calculation (ωB97M-V with the def2-TZVPD basis set) of a molecular structure, C29H32N10OPbS3.

ORCA input file:
```
! RIJCOSX wB97M-V def2-TZVPD def2/J DEFGRID3
* xyz 0 1
Pb 0.52593 0.41360 -0.01304
C -1.53913 -4.13238 -3.16968
C -1.59513 -3.94415 -1.70008
N -2.36989 -4.57747 -0.88783
N -2.08739 -4.03265 0.33718
C -1.17012 -3.05140 0.31470
S -0.58086 -2.15271 1.58503
N -0.84403 -3.00520 -1.01742
N 0.03808 -2.07910 -1.53001
H -2.07721 -5.04060 -3.42656
H -0.50911 -4.20997 -3.51911
H -2.01357 -3.29231 -3.68201
H -2.59263 -4.32516 1.15352
H 0.99293 -2.40903 -1.57096
H -0.25782 -1.68465 -2.40976
O 1.84017 -0.23020 -2.31485
N 2.12128 0.70807 -3.19325
C 3.12557 0.48199 -4.07526
C 3.44911 1.36978 -5.06320
C 2.71307 2.55247 -5.16141
C 1.71753 2.78957 -4.24689
C 1.41355 1.87719 -3.21882
S 0.17194 2.20483 -2.07749
H 3.62912 -0.46200 -3.93269
H 4.25753 1.14029 -5.74201
H 2.92321 3.27089 -5.94306
H 1.13015 3.69541 -4.27761
N -8.29549 4.18259 4.66123
C -7.32878 3.79289 4.17548
C -6.12363 3.30209 3.56035
C -5.69723 1.99876 3.80500
C -4.55169 1.52249 3.19119
C -3.81740 2.33994 2.34045
C -4.23934 3.64651 2.11088
C -5.38850 4.12824 2.71166
C -2.59171 1.83167 1.65267
C -1.38398 2.30394 2.15604
C -1.24011 3.16146 3.29098
C 0.10197 3.39917 3.44567
C 0.74652 2.67877 2.41007
N -0.11724 2.02845 1.64788
C -2.83103 0.98463 0.55688
C -4.12212 0.66927 0.04681
C -3.93128 -0.09084 -1.08683
C -2.53527 -0.21220 -1.23192
N -1.87288 0.40384 -0.26208
H -6.26911 1.36575 4.47050
H -4.21866 0.50798 3.37309
H -3.66036 4.27995 1.45046
H -5.72367 5.13996 2.52553
H -2.04642 3.53570 3.90307
H 0.58959 4.00056 4.19701
H 1.81097 2.62260 2.21591
H -5.06366 0.98899 0.46574
H -4.68420 -0.50221 -1.74202
H -2.00774 -0.70249 -2.04095
C 4.70426 0.53966 -0.48582
N 4.65446 -0.82902 0.00300
C 5.74539 -1.67724 -0.45275
C 3.88280 -1.15463 1.06881
S 3.14121 0.00534 2.02590
N 3.71063 -2.49701 1.27370
C 3.22793 -2.99450 2.55277
C 3.41975 -3.37233 0.14751
H 5.11945 0.52696 -1.49396
H 5.32194 1.17098 0.15877
H 3.70206 0.95530 -0.52477
H 6.68237 -1.11906 -0.39035
H 5.60278 -1.99054 -1.48991
H 5.83194 -2.55676 0.17613
H 3.57096 -2.34516 3.35211
H 3.63285 -3.99847 2.70103
H 2.13660 -3.03765 2.58438
H 3.46885 -2.81507 -0.78669
H 2.40937 -3.77942 0.26689
H 4.11458 -4.21493 0.09509
*
```

Calculated values
HOMO: -7.315 eV
energy above the lowest of the compared OMol25 structures with the same formula, charge and spin: 0.278 eV

| no. | LUMO (eV) | largest force on an atom (eV/Å) | gap between HOMO and LUMO (eV) |
| --- | --- | --- | --- |
| 1 | -5.3 | 3.7 | 7.697 |
| 2 | 2.1 | 6.5 | 5.283 |
| 3 | 1.0 | 2.6 | 9.872 |
| 4 | 0.4 | 0.5 | 9.411 |
| 5 | -7.6 | 0.4 | 5.531 |
| 6 | -0.4 | 0.4 | 6.888 |